(1)
Formula: C32H72BrP2
Source: the Open Molecules 2025 dataset
Level of theory: the ωB97M-V functional and the def2-TZVPD basis

The geometry in XYZ format:
```
107
Properties=species:S:1:pos:R:3:forces:R:3
H 3.6653 -2.6079 2.5348 0.4 0.1 0.0
C -3.9738 5.9005 -1.9429 0.1 -0.4 -1.2
C 2.1318 -1.3167 3.2655 1.0 0.2 -0.1
H 0.3627 7.2451 0.0422 0.9 0.0 0.2
H 1.4988 -6.6619 0.4371 0.1 -0.2 -0.1
H -0.9725 -9.6585 1.4649 0.2 -0.2 -0.1
C -2.6237 5.1372 -1.7531 -0.5 0.2 1.4
H 3.6747 1.3866 -3.8722 0.3 0.2 -0.3
C -2.3039 -5.4661 5.2264 0.1 1.4 0.4
H 2.6818 8.4762 -6.6245 -0.4 0.2 -0.4
C -0.6203 5.5124 2.9611 0.1 0.0 0.6
H -1.6816 5.4082 2.7354 0.1 -0.5 -0.1
H -0.3602 -7.8228 -1.0103 -0.3 0.2 0.2
H 2.7879 -0.5089 2.9411 -0.4 0.6 0.7
H -0.3160 4.3598 0.5025 0.0 -0.9 -0.8
H 1.9888 6.8601 -6.8651 -0.1 0.2 -0.9
H 1.4057 -9.0386 1.5349 -0.1 -0.1 -0.5
C -0.2415 -5.9194 3.8089 1.4 -1.6 -1.3
H 1.4966 -1.1476 4.1350 0.4 0.4 0.2
H -1.7638 -4.4034 1.4051 0.0 -0.2 0.6
H -2.3724 -3.6923 -3.3382 -0.3 0.2 0.6
H -0.6773 2.9677 -2.4657 -0.4 0.0 -0.4
C -1.1817 -4.9370 4.3128 -1.3 1.9 0.7
H -2.1517 -3.2396 -0.7965 -0.1 0.0 0.0
C 0.0276 6.5537 2.0942 1.1 -0.3 -1.5
H -3.5964 7.6390 -3.0476 0.1 0.2 -1.0
C -0.6667 -8.7306 -0.4907 -1.5 -0.3 0.9
H -2.5639 -4.9035 -1.1978 -0.1 -0.2 0.9
C -4.1494 6.7322 -3.2924 -0.2 -0.4 2.4
C 3.7777 1.5787 -2.8042 0.7 -2.1 -1.5
H -1.7857 -7.0659 6.6299 0.0 -0.2 -0.2
H -2.5608 -5.7642 7.3966 0.1 0.4 -0.1
H 1.5838 7.0559 -2.0947 -0.5 0.4 -0.3
H 0.4401 -8.4394 2.7801 0.4 0.4 0.3
H -4.7920 5.1884 -1.8348 0.1 -0.3 -0.2
H 1.5106 -3.7473 4.3084 -0.9 0.9 -0.3
C -0.6061 -4.6786 -0.2595 1.1 0.6 -3.1
C 3.0616 -2.5362 3.4394 -1.1 0.5 -1.5
H 0.8860 8.1363 -6.4220 0.2 0.4 0.2
H -2.9942 -6.1247 4.6995 0.2 -0.3 0.0
H -1.5789 5.6264 -3.4302 0.9 -0.2 -0.4
C -0.0947 6.3901 0.5400 -1.0 1.0 -0.2
H 1.2234 1.5409 -3.2507 -0.6 -0.1 -0.2
H 2.8539 3.5085 -2.9453 0.4 -0.1 -1.0
C -1.0810 -5.1719 1.0427 -0.4 -0.3 0.1
H -1.1180 6.6437 0.2631 -0.5 -0.8 0.0
H -2.5577 4.9956 -0.6744 0.4 0.5 0.3
H -0.0296 4.5967 2.9880 -0.6 -0.4 -0.4
C 1.3007 -6.8926 1.4838 -1.3 -0.8 0.4
C 2.7658 2.5675 -2.4022 -0.3 2.9 1.4
H 2.2129 8.3004 -4.3919 0.5 -0.2 0.8
C -1.7509 -4.1777 -1.1803 -0.7 0.4 -1.3
H 4.8297 1.7741 -2.5964 -0.2 0.9 -0.1
H -1.4592 -8.0424 1.5705 -0.3 0.3 -0.8
C 0.6286 -8.2962 1.7161 0.6 0.0 0.7
H -1.2998 -5.0294 -3.1747 0.4 0.0 0.0
H -0.1463 -9.5440 -0.9965 0.8 -0.1 0.9
H 1.4201 -1.3858 2.4429 0.1 -0.5 -0.2
H -0.5754 5.8301 4.0028 -0.1 0.3 0.0
H 2.5199 5.7717 -2.5985 -0.1 -0.6 0.2
H 1.1117 6.4856 2.1851 0.2 0.4 0.8
H 2.0021 -4.3073 1.2153 0.8 0.1 0.3
H -1.5794 -4.4122 3.4441 -0.8 0.0 0.2
C 1.4326 -4.1317 2.1279 -0.2 2.1 0.3
C 1.9090 7.7835 -6.2914 0.1 -1.3 -2.1
C -1.5229 -4.0484 -2.7554 0.9 0.1 1.5
H -0.3316 7.5370 2.3978 0.2 0.1 -0.3
H -1.6319 -6.0496 0.7048 -0.2 -0.4 1.2
H 1.2426 5.3768 -4.7319 0.3 0.0 -0.1
H -5.2062 6.9931 -3.3496 0.1 0.1 -0.1
H 1.0389 1.6574 -1.5446 -0.5 0.3 0.1
H -0.6506 -4.1144 4.7918 0.0 -0.1 0.5
H -4.1293 6.5315 -1.0678 0.2 0.5 -0.3
C 2.1730 -3.7220 3.4430 -0.3 -3.4 0.6
C 0.2943 3.3680 -2.7553 -0.6 0.1 1.1
H -2.8955 -4.5802 5.4574 -0.2 0.1 -0.2
H 0.3372 3.4421 -3.8419 -0.3 0.9 0.1
H 0.6445 -6.0851 4.4218 0.0 -0.2 0.1
H 3.2550 6.9064 -4.8649 0.2 0.4 -0.2
C 1.2717 6.3516 -4.2450 -0.3 1.1 0.4
Br -2.9340 0.2475 1.5080 0.3 -0.1 -0.1
C -1.3558 5.7995 -2.3774 -1.5 -1.0 -0.2
H 3.7257 0.5557 -2.4315 -0.8 0.0 0.7
H 3.7409 -2.5522 4.2917 -0.3 0.4 0.1
C -1.8518 -5.9784 6.5969 0.2 -1.3 -0.1
H -0.7062 -3.3429 -2.9082 0.2 -0.2 -0.4
H -3.8832 6.2362 -4.2258 0.3 0.0 0.2
C -0.7059 -8.6692 1.0930 1.3 -0.3 -1.5
H -0.1534 -5.4700 -0.8568 0.3 -0.5 0.2
H -0.8474 -5.6678 6.8849 -0.1 0.5 0.0
H -0.7561 -6.8703 3.6705 0.1 -0.3 0.0
H 3.1026 3.0042 -1.4621 -0.5 -0.4 0.9
H 1.3586 4.8214 0.3400 0.2 -0.2 -0.6
H 0.2756 6.7695 -4.3908 -0.2 0.0 0.0
C 1.2626 2.2551 -2.4282 2.0 -1.5 0.4
H 2.6870 -4.6172 3.7929 0.9 -0.3 -0.5
C 0.3599 5.0088 -0.0544 -0.7 1.5 1.2
H 0.7733 -3.3261 1.8046 0.0 0.5 0.2
H -1.3380 6.8887 -2.3399 0.2 0.0 0.7
H 0.2294 -3.9945 -0.1107 -0.3 0.7 -0.5
P 0.3398 -5.4939 2.1390 -0.8 -1.9 0.4
P 0.2200 5.0311 -1.8792 1.1 0.1 -1.6
C 2.2708 7.3669 -4.9516 -0.9 -0.8 3.6
H -1.6809 -9.0347 -0.7498 -0.3 0.7 -0.4
C 1.5040 6.1534 -2.7007 0.2 -0.5 -0.1
H 2.2406 -6.9127 2.0355 0.1 0.2 -0.1
H -2.7323 4.0774 -1.9838 0.2 0.1 -1.0
```
Positions in Å, forces in eV/Å.

Values from the calculation:
E_HOMO = -7.73 eV
Strongest force on any atom = 3.835 eV Å⁻¹
Total charge = +1
Spin multiplicity = 1
Kohn-Sham gap = 6.14 eV

Here are the Mulliken charges for atoms 1 to 2, given in e:
1. H 0.306
2. C -0.787

(2)
Formula: C32H72F12N15O28S12
Source: the Open Molecules 2025 dataset
Level of theory: the ωB97M-V functional and the def2-TZVPD basis

The geometry in XYZ format:
```
171
Properties=species:S:1:pos:R:3:forces:R:3
O 1.6831 -5.3236 6.0315 -0.7 -4.1 -1.6
H 6.9536 -2.5593 4.5121 0.2 0.0 -0.5
C 3.9163 -2.5968 0.9102 -0.9 -0.9 -0.7
H 0.8795 -3.7472 2.0588 -0.1 0.1 -0.7
O -4.7740 -0.4136 -4.0557 1.2 -0.9 2.6
O 2.0856 -7.8432 6.2817 -0.3 1.5 -1.2
H 3.9526 0.0944 -0.2331 0.1 0.1 0.1
N 0.6498 -7.0372 4.2792 -2.2 0.6 4.5
S 0.4149 0.5334 -4.8058 -5.1 2.9 -3.5
O -3.2770 -3.4241 3.8052 -3.6 -1.1 -1.8
H -1.2033 4.7506 1.4453 0.1 0.0 -0.2
H 1.6962 5.8092 -2.1059 0.3 0.4 -0.5
H 8.6914 3.7515 -1.2113 -0.1 0.4 0.0
C -0.5333 -2.4778 -0.1656 1.4 0.1 0.4
C -3.8596 4.0670 1.2154 0.1 -3.5 1.8
C 7.9551 3.4059 -1.9369 0.2 -0.5 1.2
H 2.1110 7.4712 -4.0455 0.2 0.4 0.1
H -2.1217 -11.2888 4.4730 -0.2 0.1 0.7
H -3.2885 5.9667 0.7838 -0.5 0.4 0.3
S -3.9294 -1.1922 -3.1411 0.0 5.4 -0.2
S -0.9752 -6.3930 -1.0563 -6.4 1.1 -2.2
H -0.9932 5.7071 -4.9874 -0.2 0.3 -0.1
N -3.6036 4.6978 -2.1308 2.3 -3.0 -0.9
H -0.2220 -0.1765 2.2125 -0.1 -0.2 -0.1
C -0.0517 -3.1942 2.1824 0.3 -0.3 1.0
N -3.0691 5.0670 0.3807 -0.3 1.0 3.7
H -0.4580 -10.9181 4.3534 0.2 0.2 -0.3
N -5.2314 -3.8448 2.3855 2.3 -0.1 0.6
H 5.2010 -1.0792 -0.6829 -0.1 0.2 -0.1
S -3.1321 3.4833 -3.2035 3.2 -5.3 -1.5
H -0.3902 -3.5113 -0.4445 -0.2 0.1 -0.4
C -0.3347 -0.7647 1.3138 -1.6 -3.2 -2.8
C 5.4490 3.5246 -2.5476 -2.3 1.1 0.3
H -1.2903 -9.9348 5.5104 -0.5 -0.4 0.2
H 7.9896 2.3237 -1.8114 -0.2 0.0 -0.7
C -2.6100 -7.2730 2.9194 1.8 -0.3 0.4
H 6.6920 4.8909 -1.5314 -0.5 0.2 0.3
H -2.4152 -7.6288 1.9077 -0.1 0.1 0.1
O 1.5648 -7.4010 -1.0337 -1.0 0.4 1.3
N 0.1775 -5.5240 -1.8911 -5.8 -0.6 0.0
H -1.4165 1.0455 -1.0764 0.3 1.2 -0.5
H 4.3722 2.6571 -1.0145 0.1 -0.8 0.7
H -3.0983 9.6476 -2.9239 -0.6 -0.6 -0.3
S 1.2084 -6.0042 -0.9492 9.5 -0.5 3.4
O -5.9489 -3.0470 -3.7627 1.5 -0.2 0.3
H 4.6410 -2.4224 5.0893 0.0 0.0 0.0
C -0.7557 1.1086 -0.2119 0.4 1.4 -1.9
H -1.6778 7.9126 -5.2257 0.0 0.8 -0.1
H -2.7344 11.1956 -3.1745 0.6 0.5 -0.8
F 1.4657 -0.8373 4.0812 -0.6 0.8 0.0
N -3.3530 -2.4104 -3.8998 -2.1 -3.4 1.6
H 3.6446 3.9596 -1.6011 -0.9 0.1 -0.6
H 6.4561 3.6334 -0.5156 -0.5 -0.3 0.6
O 0.5095 3.4046 3.1696 1.8 -1.2 0.8
N 0.4126 -0.9435 -4.2936 3.4 -0.3 -0.8
C 0.7552 5.5836 -2.6075 0.9 0.4 0.8
C 4.8338 -0.4408 0.1206 -0.2 -0.2 -0.3
H -1.2974 1.6871 0.5364 0.0 -0.6 0.3
F -5.3988 6.1565 -1.9358 -0.2 0.2 1.4
C 6.4124 -3.5052 4.4934 -0.4 0.7 1.0
H 0.4160 4.7555 -1.9850 -0.7 0.2 -0.1
H -4.1417 -4.1943 0.4759 -0.4 -0.2 0.1
H 3.5202 2.3407 -2.4787 0.3 0.4 -0.7
O -4.3982 6.1982 -4.0190 -0.3 -2.7 1.9
F -2.5384 -0.3141 -3.0255 -0.9 -0.7 -0.2
C -2.6398 10.2499 -3.7081 -0.8 -0.4 1.2
S 1.3356 -6.7476 5.7104 -1.2 2.2 7.6
H 0.0549 -2.7677 3.1798 -0.4 0.4 -0.2
H 0.5860 2.7932 -0.7845 -0.1 -0.1 -0.1
C 3.9674 -3.3838 2.0091 0.8 -0.4 0.8
F 0.3452 3.5620 5.5106 -0.9 0.5 0.3
H 6.5663 -3.8469 5.5170 0.0 -0.4 0.0
F -1.2155 0.6957 -5.1214 1.5 -0.4 1.0
C -4.3364 -4.0240 3.6327 4.2 1.0 2.0
C -1.3026 8.2227 -4.2504 0.6 0.1 0.5
O -3.5657 2.8757 1.2466 -0.4 3.8 -1.0
C -1.4231 -10.4569 4.5629 0.2 0.2 -0.9
H 3.8096 -4.4442 2.1401 -0.5 0.2 -0.2
H -3.3721 5.1640 -0.5779 -0.4 -0.9 -1.7
H 0.3849 6.3712 -5.9376 0.2 -0.2 0.2
H -2.1369 -6.2954 3.0113 -1.0 0.5 -0.1
H -1.1717 6.3509 -2.5667 -0.3 0.5 -0.6
C 0.8558 5.1633 -4.0472 1.1 -2.1 -1.2
C 0.6599 1.7728 -0.4086 -0.7 -0.8 0.6
C 4.8645 -1.4535 2.4650 0.3 -0.1 1.4
C -4.8584 4.6599 2.2686 0.7 -0.9 -2.0
C -4.4331 -3.3811 1.1406 -0.3 0.4 0.1
H -2.0554 7.9312 -3.5181 0.2 -1.2 -0.3
H -5.2500 3.8062 2.8218 0.6 0.2 0.4
N 0.6769 1.4802 4.8015 4.3 -3.4 -2.6
O 3.2161 0.5360 4.6531 -0.4 1.3 -0.6
O -4.2327 -1.3174 -1.7040 -0.2 -0.1 -1.8
C 1.3282 8.2077 -4.2268 -1.4 -1.5 0.1
H -4.2513 5.3787 2.8188 -0.6 0.1 0.4
N 6.5674 3.8896 -1.4862 2.2 0.0 -1.9
O 1.9607 0.8057 2.4773 0.3 0.9 1.5
H -0.5933 -1.0088 -1.9023 -0.3 -0.6 -0.2
C -0.6067 -1.3045 -0.8636 -0.9 0.1 0.2
H -5.8967 -3.1155 2.5987 -0.5 0.1 0.1
H -5.4048 -4.4597 5.3345 -0.1 -0.9 0.6
C -1.8310 -9.4995 3.4585 0.6 -2.7 -0.6
O -2.7271 3.9721 -4.5237 -0.8 -0.2 2.7
H 6.8842 -4.2113 3.8100 -0.5 0.1 -0.2
H -0.7526 9.8784 -2.8855 0.1 -0.6 0.2
H -2.1742 -8.0183 4.7931 0.1 -0.1 0.6
S -4.5996 -3.4946 -3.4761 0.1 -2.6 -0.5
H -1.4591 4.2420 -0.3352 1.4 -0.2 0.4
N -0.3056 -2.1802 1.1701 -0.1 3.6 -0.2
H 3.5453 -2.8145 -0.0804 0.0 -0.2 0.1
H 1.3237 9.0625 -3.5505 0.0 -0.4 0.1
H -0.0061 7.4965 -1.8858 0.0 0.3 -0.3
C 0.0254 6.0931 -4.9469 0.3 0.4 1.6
S 1.9281 -6.9050 3.5379 6.5 -4.0 -10.7
H 1.8698 4.9796 -4.4022 0.3 0.8 0.0
H 5.3779 -0.6652 2.9955 -0.2 0.1 -0.1
H -5.6834 -4.7437 2.2967 -0.6 -0.1 -0.6
O 2.3666 -5.5597 3.2881 0.2 -0.7 0.9
C -4.7438 -5.0484 4.6983 0.1 0.6 -2.7
O -4.4499 -4.3022 -2.2545 0.2 1.7 -1.5
N 0.0191 7.3701 -4.0524 -2.0 1.2 0.2
F -1.6785 3.1738 -2.4626 -1.3 0.8 -0.2
O 1.3558 -5.2688 0.3204 -0.6 -1.1 -1.3
O -2.2449 -9.8274 2.3756 0.6 1.1 1.8
H -5.7573 5.0416 1.7845 0.3 0.7 -0.1
H 8.2576 3.7603 -2.9223 -0.7 -0.2 0.1
S 1.2117 2.8619 4.3501 -2.9 8.8 1.8
O 2.8878 -8.0576 3.6371 -2.1 3.8 0.7
O 2.7890 -0.6919 -3.0945 -1.6 0.6 -1.7
F -2.1994 -5.8876 -1.9426 0.4 0.3 0.2
O 0.6460 1.4462 -3.7334 0.4 1.0 0.3
C 4.8983 -3.1905 4.3600 1.3 0.0 0.7
O 5.7364 3.3181 -3.7064 2.2 -0.5 -2.2
H -5.1124 -2.6735 0.6652 0.5 -0.1 -0.4
H 0.5603 4.1143 -4.0289 -0.9 0.0 -0.8
H 1.1160 1.8042 0.5809 0.0 0.2 0.0
H -3.5315 -2.9003 1.5202 -0.2 0.1 0.0
H -1.2928 5.9726 0.0482 0.6 -0.2 0.3
H -0.8599 -3.9256 2.1805 0.0 0.1 -0.1
H -3.6267 -7.5045 3.2372 0.0 0.7 -0.2
H -0.6715 10.3452 -4.5163 0.1 -0.2 -0.4
H -3.7969 -5.4448 5.0647 -0.3 0.5 0.7
O 2.4754 3.4897 4.7704 -0.8 -2.5 -2.0
N 4.5889 -2.6693 3.0512 -1.0 1.7 -4.3
H -3.2421 10.2151 -4.6159 0.1 0.1 0.1
N -1.7373 -8.0907 3.8853 -3.5 0.0 -1.8
O -5.8934 4.2345 -3.2866 4.1 2.4 0.8
F 2.1360 -2.6362 -4.1182 -0.6 -0.4 -0.4
O -3.8027 2.1820 -3.1270 1.1 3.8 0.5
O -1.3678 -5.8352 0.2487 0.9 -1.0 -1.0
C -0.1737 6.7731 -2.6838 0.8 -0.6 1.1
H -0.8156 -7.6941 4.0002 1.9 0.3 -0.2
S -4.7528 5.1743 -2.9942 -7.9 4.5 -5.0
C -1.2404 9.7027 -3.8443 0.9 1.0 -1.1
O -1.0751 -7.7910 -1.3161 0.7 0.1 0.9
H 4.2905 -4.0640 4.5955 -0.2 0.1 -0.5
F 2.3818 -5.4323 -1.7474 2.2 1.5 -1.1
C 4.1567 3.0817 -1.9950 0.2 0.3 2.9
S 2.0873 -1.0739 -4.3420 4.4 -3.1 0.5
F -0.0305 -6.9264 6.5814 -0.3 0.2 -0.7
N 4.4451 -1.3749 1.1863 1.2 -0.7 2.1
S 1.9886 0.7115 3.9274 -0.8 -5.2 0.6
F 1.2402 -7.3367 2.1270 0.2 0.5 0.7
H 1.3400 1.1930 -1.0326 -0.4 0.0 -0.4
O 0.8666 0.8183 -6.1517 0.4 -0.1 1.8
H 5.6484 0.2315 0.3899 -0.3 -0.1 0.4
F -4.2609 -4.5608 -4.6250 -0.1 0.7 0.6
H -5.1673 -5.8573 4.1030 -0.9 -0.2 0.7
H 1.3741 8.5504 -5.2605 -0.1 -0.1 0.1
O 2.8868 -0.9136 -5.5952 -2.8 0.1 3.1
C -1.5640 4.9948 0.4461 -1.2 -0.7 -1.5
N -0.6992 -0.2881 0.0470 2.8 -1.8 4.8
```
Positions in Å, forces in eV/Å.

Values from the calculation:
<S²> = 0.7536
E_HOMO (spin up / spin down) = -4.35 / -8.04 eV
Strongest force on any atom = 13.107 eV Å⁻¹
Spin multiplicity = 2
Kohn-Sham gap (spin up / spin down) = 2.24 / 5.92 eV

Here are the Mulliken charges for atoms 1 to 2, given in e:
1. O -0.553
2. H 0.356

Question: Among the records above, which one has the lowest strongest force on any atom?
Answer: C32H72BrP2